49
Properties=species:S:1:pos:R:3:forces:R:3:lowdin_charge:R:1 method="wB97M-V/def2-TZVPD" fmax_ev_per_a=5.5 total_charge=0 e_above_lowest_kcal_mol=0.0 orbital_gap_ev=8.5943 e_lumo_ev=-0.13 homo_ev=-8.72
O -2.839626 3.040352 8.141144 -0.5677 0.1425 -2.4397 0.07
C -2.531869 3.065110 6.945027 1.4104 -0.2909 5.2780 -0.38
C -1.739522 4.133046 6.260523 -0.8178 0.0754 -1.4604 -0.03
C -1.166577 2.996100 5.347485 0.6270 -0.5002 -0.3957 -0.18
C -1.446850 3.044964 3.837726 -0.7842 1.1587 0.2249 -0.40
O -2.167703 3.917392 3.417790 -0.8442 1.0265 -0.0405 0.08
N -0.956378 2.225386 2.838065 -0.0713 0.0344 1.3111 0.15
C -0.183421 1.114607 2.994117 1.4307 -1.0715 0.7017 -0.30
C 0.203439 0.449092 1.855827 0.7682 -1.6167 -0.3161 0.05
C 1.037921 -0.685895 1.893618 -0.6654 1.2825 2.1356 -0.20
C 1.407888 -1.380093 0.702224 0.2762 -0.7237 -0.9262 -0.21
C 1.272147 -2.777053 0.635967 0.9093 -0.0805 -1.0929 -0.09
N 1.694629 -3.454772 -0.437807 -0.9118 0.3503 0.8851 0.14
C 2.123234 -2.714013 -1.456631 0.2973 -1.1564 -1.0869 -0.25
C 2.477998 -3.193494 -2.758970 0.6338 0.5393 0.1920 0.00
C 2.876535 -2.122922 -3.501128 -0.6864 -0.5503 -0.5046 -0.05
N 2.731842 -0.945819 -2.770518 0.7247 -0.2729 0.8625 -0.04
C 2.872283 0.426427 -3.261756 -1.0446 0.0433 -0.1918 -0.07
C 1.583285 0.812027 -4.008062 0.7393 0.2561 -0.3011 -0.17
C 0.304633 0.540950 -3.486753 0.7553 0.3939 -0.6115 -0.09
N -0.814765 0.763738 -4.183871 0.7627 0.3103 -0.9398 0.08
C -0.668259 1.264199 -5.436750 0.8758 0.5467 -0.0945 -0.06
C 0.581931 1.663483 -5.989581 -0.5787 -1.1531 1.0362 -0.24
F 0.701018 2.142055 -7.247037 -0.4341 -0.0493 0.5757 0.06
C 1.737483 1.412058 -5.258907 -1.2950 -0.0250 0.0772 0.04
C 2.290415 -1.331194 -1.482895 0.2177 0.1970 -1.6418 -0.17
C 1.933525 -0.658706 -0.363646 -0.2203 0.9994 1.0951 0.05
C 1.507331 -1.064240 3.166751 -0.3206 0.6643 0.2855 -0.55
Cl 2.712083 -2.319872 3.379221 -0.4072 0.3672 0.0801 0.70
C 1.079848 -0.328624 4.286718 -0.3400 0.3149 -1.3508 -0.12
N 0.247149 0.733298 4.215120 0.2705 -0.5330 -0.3718 0.14
C -2.006911 1.916976 6.153542 0.5098 0.0430 -1.5610 -0.03
H -2.391311 4.865616 5.806280 0.0885 0.2890 -0.5891 0.12
H -1.021688 4.644983 6.900122 -0.0673 -0.2200 0.0614 0.13
H -0.094214 2.922583 5.461673 0.1877 -0.3899 0.2534 0.13
H -1.286483 2.507504 1.916985 0.1556 -0.2131 0.4333 0.17
H -0.182283 0.742004 0.908545 -0.2545 0.2671 -0.6611 0.12
H 0.867755 -3.344557 1.468195 0.0347 0.0595 -0.1239 0.11
H 2.514409 -4.212825 -3.055037 -0.0710 -0.5229 -0.2281 0.10
H 3.130860 -2.227413 -4.573568 0.0272 0.8248 0.9059 0.14
H 3.741806 0.595803 -3.932432 -0.4544 -0.5774 0.4743 0.13
H 2.995570 1.122491 -2.429368 0.1352 -0.3182 0.2113 0.13
H 0.268283 0.142135 -2.468750 -0.4885 -0.0078 -0.4002 0.11
H -1.550641 1.408220 -6.054034 -0.0665 -0.0859 0.2583 0.11
H 2.686877 1.674579 -5.689312 0.3514 -0.0806 0.0176 0.12
H 2.067583 0.402521 -0.224921 -0.0113 0.2643 -0.1415 0.13
H 1.474185 -0.618659 5.244737 -0.1147 0.1261 0.3764 0.10
H -2.726091 1.441216 5.507959 -0.2768 -0.4440 -0.1886 0.12
H -1.419680 1.178910 6.716047 -0.3950 0.3068 -0.0729 0.13